Molecular formula: C21H19ClN6O2
Method: DFT, the ωB97M-V functional and the def2-TZVPD basis

Each line ends with the natural charge from an NBO analysis.
CARTESIAN COORDINATES (ANGSTROEM)
1 C 2.8132 3.0309 1.1381  -0.26
2 O 1.5534 2.4381 1.5257  -0.52
3 C 1.5647 1.1166 1.9305  0.29
4 C 2.7428 0.4005 2.2638  -0.30
5 C 2.7904 -0.9526 2.5711  0.29
6 O 3.9799 -1.5800 2.8425  -0.49
7 C 3.9295 -2.9479 3.2725  0.07
8 C 5.3026 -3.5170 3.6474  -0.23
9 N 5.1644 -4.6253 2.6792  -0.62
10 C 3.8545 -4.1108 2.2479  -0.25
11 C 1.5242 -1.6066 2.5368  -0.31
12 C 0.3272 -0.9054 2.3055  -0.21
13 C 0.3155 0.4649 1.9674  0.09
14 N -0.8605 1.1867 1.6660  -0.59
15 C -1.8544 0.6956 0.8303  0.57
16 N -2.5126 -0.4236 1.1331  -0.47
17 C -3.4804 -0.8107 0.3394  0.09
18 C -3.8465 -0.1168 -0.8068  -0.14
19 Cl -5.2664 -0.6750 -1.6847  0.01
20 C -3.1408 1.0702 -1.0284  0.21
21 C -3.4104 1.9029 -2.1908  0.00
22 C -3.4916 3.2963 -2.1721  0.00
23 N -3.7293 3.8400 -3.4491  -0.45
24 C -3.7507 2.7739 -4.2148  0.32
25 C -3.8027 2.7339 -5.6571  -0.22
26 C -3.6713 1.5137 -6.2950  -0.19
27 C -3.3479 0.2825 -5.5192  -0.26
28 C -3.3474 0.3850 -4.1349  0.02
29 N -3.6184 1.5942 -3.5144  -0.31
30 N -2.1585 1.4991 -0.1832  -0.46
31 H 3.3139 3.4193 2.0220  0.18
32 H 3.4777 2.3350 0.5981  0.19
33 H 2.6693 3.8595 0.4434  0.20
34 H 3.7007 0.8955 2.2630  0.22
35 H 3.2112 -3.0620 4.0693  0.18
36 H 6.1062 -2.8219 3.3887  0.20
37 H 5.3944 -3.8661 4.6973  0.19
38 H 5.8567 -4.5263 1.9543  0.35
39 H 3.8874 -3.7731 1.2185  0.20
40 H 3.0175 -4.7881 2.4190  0.19
41 H 1.4326 -2.6744 2.7849  0.22
42 H -0.6709 -1.3571 2.4077  0.25
43 H -0.6958 2.1695 1.5202  0.42
44 H -4.0117 -1.7035 0.5422  0.20
45 H -3.3996 3.9186 -1.2645  0.22
46 H -3.9442 3.6620 -6.1964  0.24
47 H -3.6991 1.5017 -7.3726  0.22
48 H -3.1148 -0.6742 -5.9980  0.23
49 H -3.1042 -0.4677 -3.5437  0.22

Cartesian forces (eV/Å) of the 6 atoms listed first:
0.06 -0.36 -0.04
0.71 -0.20 -0.30
0.48 -0.63 -0.04
0.33 0.77 -0.18
-2.51 -0.74 -0.39
-0.20 -0.18 -0.16

Output
ΔE to the lowest compared entry with this formula, charge and spin = 51.3 kJ/mol
Maximum force = 2.84 eV/Å
Electronic energy = -1750.78471 Eh
HOMO-LUMO gap = 7.82 eV